one | An isolated molecule of CH4N2O. Source: the Open Molecules 2025 dataset; level of theory: ωB97M-V/def2-TZVPD.

**Orbital gap (alpha / beta)**: 9.696 / 9.695 eV
**Total charge**: 0
**E_HOMO (alpha / beta)**: -0.36203 / -0.36199 hartree
**SMILES**: [H]/N=[N+](/C)[O-]

The geometry in XYZ format:
```
8
Properties=species:S:1:pos:R:3:lowdin_charge:R:1
H -1.48901 -1.75098 0.11792 0.1121
N -0.50979 -1.39595 -0.03832 0.1566
N -0.48225 -0.15642 0.03042 -0.3444
C 0.79155 0.55292 -0.02845 -0.0384
O -1.66204 0.77058 -0.05249 -0.1878
H 0.70670 1.43050 0.65096 0.1043
H 1.52567 -0.07803 0.44652 0.0685
H 1.11916 0.62738 -1.12657 0.1291
```

---

two | An isolated molecule of CH4N2O. Source: the Open Molecules 2025 dataset; level of theory: ωB97M-V/def2-TZVPD.

**Orbital gap**: 10.808 eV
**Total charge**: 0
**E_HOMO**: -0.38257 hartree
**SMILES**: [H]/N=C/ON

The geometry in XYZ format:
```
8
Properties=species:S:1:pos:R:3:lowdin_charge:R:1
H 1.37448 -1.59063 1.94676 0.0720
N 1.25291 -1.26126 0.97845 0.1317
C 0.90408 -0.11478 0.82073 -0.4778
O 0.74345 0.34410 -0.41832 -0.1161
N -0.81964 0.98082 -0.49431 0.1325
H 0.70774 0.69069 1.64389 0.1459
H -0.50965 1.90744 -0.80711 0.0632
H -0.94846 1.08932 0.54029 0.0486
```

---

Relative stability in hartree, measured from the most stable structure: one 0.0260; two 0.0000

---

one | A cluster of 3 separate species, C6H18O3 in total. Source: the Open Molecules 2025 dataset; level of theory: ωB97M-V/def2-TZVPD.

**Orbital gap**: 10.391 eV
**Total charge**: 0
**E_HOMO**: -0.35456 hartree
**SMILES**: CCO.CCO.CCO

The geometry in XYZ format:
```
27
Properties=species:S:1:pos:R:3:lowdin_charge:R:1
C -1.44486 -3.05196 -3.06417 -0.0972
C -0.59993 -4.28115 -2.87992 -0.3432
O 0.69652 -4.07709 -3.42091 -0.0758
H -2.48239 -3.23451 -2.79482 0.0755
H -1.40482 -2.66192 -4.08563 0.0773
H -1.02992 -2.20107 -2.50946 0.0637
H -1.11514 -5.08257 -3.43740 0.1077
H -0.58010 -4.59043 -1.83006 0.1104
H 1.27403 -4.76489 -3.07742 0.0801
C 1.16919 -1.14506 0.20817 -0.0945
C 1.30675 0.24791 0.74855 -0.3339
O 0.03591 0.74100 1.14987 -0.0974
H 2.14292 -1.57422 -0.03509 0.0743
H 0.62740 -1.06624 -0.73765 0.0644
H 0.60819 -1.83521 0.83819 0.0748
H 1.67084 0.88585 -0.07517 0.1126
H 2.02659 0.41476 1.56171 0.1087
H -0.09246 1.67968 0.97935 0.0307
C -0.25901 3.48916 3.41049 -0.0770
C -0.42532 4.41037 2.21360 -0.2894
O -0.06585 3.64092 1.05039 -0.1027
H -0.61325 2.47550 3.24225 0.0697
H -0.76031 3.91948 4.27919 0.0757
H 0.80915 3.43497 3.62229 0.0781
H 0.24935 5.26136 2.36060 0.1061
H -1.40481 4.85701 2.02849 0.1094
H -0.33867 4.10835 0.25456 0.0920
```

---

two | A cluster of 3 separate species, C6H18O3 in total. Source: the Open Molecules 2025 dataset; level of theory: ωB97M-V/def2-TZVPD.

**Orbital gap**: 10.546 eV
**Total charge**: 0
**E_HOMO**: -0.36312 hartree
**SMILES**: CC(C)O.CC(C)O.O

The geometry in XYZ format:
```
27
Properties=species:S:1:pos:R:3:lowdin_charge:R:1
C 4.78706 2.49210 -1.82424 -0.0738
C 3.63834 1.56401 -1.65445 -0.4878
C 3.84563 0.75020 -0.40515 -0.0760
O 2.30442 2.14093 -1.45314 -0.0617
H 5.08011 3.23632 -1.08372 0.0868
H 4.54651 2.94886 -2.78425 0.0794
H 5.73039 1.99942 -2.05980 0.0834
H 3.57690 0.97287 -2.56816 0.1355
H 2.93534 0.20999 -0.14509 0.0711
H 4.05054 1.35882 0.47558 0.0887
H 4.56403 -0.03413 -0.64356 0.0810
H 1.78741 1.35758 -1.65478 0.0656
C -4.57056 -1.89425 2.46045 -0.1048
C -3.94203 -1.13064 1.38060 -0.5043
C -2.74930 -0.26557 1.94010 -0.0240
O -3.52309 -2.12987 0.48148 -0.0636
H -3.94319 -2.69615 2.84963 0.0961
H -5.57364 -2.24528 2.21812 0.0839
H -4.80527 -1.17925 3.24898 0.0817
H -4.78402 -0.63441 0.89803 0.1342
H -2.26136 0.31199 1.15497 0.0690
H -1.99834 -0.93714 2.35620 0.0794
H -3.07362 0.41122 2.73060 0.0745
H -4.22391 -2.77632 0.36948 0.0845
O -0.43642 -0.92926 -2.27113 -0.0505
H -1.00308 -1.16961 -1.53808 0.0218
H 0.04116 -1.73243 -2.47866 0.0299
```

---

Relative stability in hartree, measured from the most stable structure: one 0.0000; two 0.0090

---

one | A cluster of 2 separate species, C6H14Si in total. Source: the Open Molecules 2025 dataset; level of theory: ωB97M-V/def2-TZVPD.

**Orbital gap**: 10.313 eV
**Total charge**: 0
**E_HOMO**: -0.34647 hartree
**SMILES**: C=C(C)[SiH3].C=CC

The geometry in XYZ format:
```
21
Properties=species:S:1:pos:R:3:lowdin_charge:R:1
C -1.77744 -0.89165 -1.28652 -0.0565
C -1.97521 -0.34534 -0.08237 -0.5286
C -2.32612 -1.17264 1.11726 -0.1691
Si -1.54047 1.57725 0.23966 0.6514
H -1.64009 -0.22746 -2.10592 0.0424
H -2.17137 -1.83481 -1.38163 0.0286
H -2.81251 -2.30859 0.88902 0.1373
H -1.27955 -1.39995 1.64012 0.1104
H -2.98301 -0.58726 1.72073 0.0297
H -0.73377 2.10563 -0.92558 -0.0836
H -0.64301 1.88794 1.52427 -0.0583
H -2.78347 2.35662 0.09376 -0.1030
C 1.66034 -0.79975 -0.91368 -0.0326
C 2.37513 0.28251 -0.64146 -0.2691
C 3.22008 0.65713 0.57635 -0.1448
H 1.04151 -1.01597 -1.82414 0.0615
H 1.56929 -1.64258 -0.23744 0.0516
H 2.50262 1.08986 -1.31971 0.0709
H 2.79278 1.51505 1.31697 0.1055
H 4.28313 0.90319 0.20496 0.0842
H 3.22116 -0.14920 1.39534 0.0723
```

---

two | An isolated molecule of C6H14Si. Source: the Open Molecules 2025 dataset; level of theory: ωB97M-V/def2-TZVPD.

**Orbital gap**: 8.957 eV
**Total charge**: 0
**E_HOMO**: -0.29872 hartree
**SMILES**: CC1(C)C[Si]1(C)C

The geometry in XYZ format:
```
21
Properties=species:S:1:pos:R:3:lowdin_charge:R:1
C 0.62933 0.58201 -1.89386 -0.1101
C 0.14591 0.80601 -0.48172 -0.5906
C -0.38493 2.20066 -0.11354 -0.0700
C 1.30092 0.32662 0.43369 -0.2103
Si -0.11781 -0.78514 0.54357 0.6745
C 0.05174 -2.49131 -0.32649 -0.1669
C -1.49638 -0.68099 1.82353 -0.1694
H -0.22171 0.97714 -2.50827 0.0948
H 0.88564 -0.49038 -1.93787 0.0530
H 1.55916 1.11522 -2.14685 0.0818
H -1.07856 2.70792 -0.76720 0.0700
H 0.53364 2.70366 -0.17608 0.0513
H -0.63513 2.16830 0.97324 0.0807
H 2.11528 0.14321 -0.12712 0.0219
H 1.62316 0.99382 1.24287 0.0808
H 0.40068 -3.14207 0.51417 0.0365
H -0.98511 -2.85912 -0.56540 0.0484
H 0.73238 -2.34708 -1.07887 -0.0306
H -1.26471 0.14546 2.49108 0.0254
H -2.49765 -0.66086 1.51279 0.0135
H -1.29585 -1.41306 2.58829 0.0152
```

---

Relative stability in hartree, measured from the most stable structure: one 0.0726; two 0.0000